{
  "formula": "C21H24N4O2",
  "method": "ωB97M-V/def2-TZVPD",
  "de_lowest_ev": 0.970,
  "smiles": "COc1ccccc1NC(=O)CN1CCC(c2nc3ccccc3[nH]2)CC1",
  "total_energy_ha": -1184.180776,
  "spin_multiplicity": 1,
  "species": ["C", "O", "C", "C", "C", "C", "C", "C", "N", "C", "O", "C", "N", "C", "C", "C", "C", "N", "C", "C", "C", "C", "C", "C", "N", "C", "C", "H", "H", "H", "H", "H", "H", "H", "H", "H", "H", "H", "H", "H", "H", "H", "H", "H", "H", "H", "H", "H", "H", "H", "H"],
  "coordinates": [[4.3222, 0.7201, 1.5815], [3.1361, 0.0714, 1.9644], [2.8804, -0.0776, 3.3085], [3.6815, 0.4074, 4.3266], [3.3199, 0.2081, 5.6522], [2.1606, -0.4732, 5.9644], [1.3511, -0.9678, 4.9547], [1.6998, -0.7788, 3.6263], [0.9431, -1.2517, 2.5589], [-0.2908, -1.8078, 2.5441], [-0.9722, -2.0660, 3.5124], [-0.7369, -2.1188, 1.1113], [-0.0563, -1.2629, 0.1615], [0.0046, -1.7988, -1.1887], [0.9512, -0.9480, -2.0316], [0.5228, 0.5214, -2.0513], [-0.7260, 0.7402, -2.8400], [-1.6099, -0.1526, -3.1700], [-2.5830, 0.5120, -3.8741], [-3.7536, 0.0426, -4.4572], [-4.5530, 0.9576, -5.1101], [-4.2104, 2.3085, -5.1895], [-3.0523, 2.7963, -4.6165], [-2.2460, 1.8829, -3.9596], [-1.0538, 1.9951, -3.2897], [0.3359, 1.0058, -0.6042], [-0.6162, 0.0779, 0.1416], [4.3339, 0.6963, 0.4923], [5.2069, 0.2000, 1.9619], [4.3398, 1.7614, 1.9199], [4.5898, 0.9455, 4.1051], [3.9556, 0.5933, 6.4351], [1.8804, -0.6252, 6.9952], [0.4425, -1.5000, 5.1817], [1.3300, -1.0746, 1.6342], [-0.4656, -3.1604, 0.9142], [-1.8342, -2.0473, 1.0629], [0.3908, -2.8199, -1.1374], [-0.9833, -1.8151, -1.6699], [0.9730, -1.3400, -3.0484], [1.9558, -1.0093, -1.6080], [1.3150, 1.1186, -2.5223], [-4.0171, -1.0010, -4.3953], [-5.4699, 0.6257, -5.5745], [-4.8680, 2.9875, -5.7118], [-2.7882, 3.8418, -4.6782], [-0.5185, 2.8367, -3.1584], [-0.0531, 2.0260, -0.5863], [1.3037, 0.9954, -0.0994], [-0.7375, 0.4242, 1.1712], [-1.6061, 0.0893, -0.3453]]
}

{
  "formula": "C51H56BrCsN4O4P2Si2",
  "method": "ωB97M-V/def2-TZVPD",
  "de_lowest_ev": 0.000,
  "total_charge": -2,
  "total_energy_ha": -6353.012118,
  "spin_multiplicity": 1,
  "species": ["Cs", "C", "Si", "C", "C", "N", "P", "C", "P", "N", "Si", "C", "C", "C", "C", "C", "C", "C", "C", "C", "C", "C", "C", "C", "C", "C", "C", "C", "C", "C", "C", "C", "C", "C", "C", "C", "C", "C", "H", "H", "H", "H", "H", "H", "H", "H", "H", "H", "H", "H", "H", "H", "H", "H", "H", "H", "H", "H", "H", "H", "H", "H", "H", "H", "H", "H", "H", "H", "H", "H", "H", "H", "H", "H", "H", "H", "Br", "C", "C", "C", "N", "C", "C", "H", "H", "H", "H", "O", "O", "C", "C", "C", "C", "C", "C", "N", "C", "C", "C", "C", "C", "C", "C", "O", "O", "C", "C", "H", "H", "H", "H", "H", "H", "H", "H", "H", "H", "H", "H", "H", "H"],
  "coordinates": [[-0.0779, -0.5036, -2.1514], [3.8897, -1.3516, 1.6649], [2.3158, -0.7805, 2.5364], [2.8495, -0.0564, 4.2043], [1.2983, -2.3215, 2.9173], [1.4695, 0.2983, 1.5977], [0.7243, 1.6551, 1.4351], [0.1406, 1.8829, -0.1716], [-0.6960, 2.9208, -1.3377], [-1.6452, 2.5161, -2.5532], [-2.6438, 3.0354, -3.7597], [-3.6183, 1.5863, -4.4957], [-1.7223, 3.8366, -5.2096], [-4.0013, 4.2991, -3.3152], [-2.0538, 3.4741, -0.1049], [-1.8656, 4.4740, 0.8491], [-2.8524, 4.8031, 1.7740], [-4.0685, 4.1323, 1.7617], [-4.2830, 3.1356, 0.8156], [-3.2890, 2.8163, -0.1026], [0.0394, 4.6172, -1.4920], [1.3755, 4.8492, -1.1684], [1.9159, 6.1288, -1.2511], [1.1329, 7.1952, -1.6794], [-0.1995, 6.9759, -2.0105], [-0.7385, 5.6986, -1.9037], [1.8947, 3.0148, 1.8393], [3.2380, 2.8276, 1.5169], [4.1523, 3.8677, 1.6422], [3.7394, 5.1074, 2.1093], [2.4049, 5.3039, 2.4421], [1.4904, 4.2692, 2.2973], [-0.6282, 1.8063, 2.6480], [-0.3932, 2.2412, 3.9519], [-1.4003, 2.1893, 4.9071], [-2.6522, 1.6920, 4.5704], [-2.8879, 1.2384, 3.2804], [-1.8792, 1.2836, 2.3277], [4.3893, -2.1602, 2.2106], [4.5988, -0.5238, 1.5664], [3.6564, -1.7067, 0.6574], [3.4782, -0.7400, 4.7852], [1.9652, 0.1848, 4.8031], [3.4055, 0.8731, 4.0488], [1.8561, -3.0518, 3.5148], [0.9755, -2.8105, 1.9920], [0.3967, -2.0412, 3.4719], [-2.9484, 0.7877, -4.8320], [-4.2250, 1.9052, -5.3509], [-4.2915, 1.1736, -3.7387], [-0.9823, 3.1471, -5.6260], [-1.1844, 4.7259, -4.8639], [-2.4080, 4.1384, -6.0107], [-4.5082, 4.0280, -2.3856], [-4.7509, 4.3443, -4.1138], [-3.5975, 5.3100, -3.1895], [-0.9304, 5.0289, 0.8543], [-2.6719, 5.5851, 2.5044], [-4.8382, 4.3809, 2.4839], [-5.2283, 2.6015, 0.7957], [-3.4510, 2.0299, -0.8305], [1.9913, 4.0169, -0.8500], [2.9535, 6.2896, -0.9789], [1.5562, 8.1907, -1.7524], [-0.8193, 7.8013, -2.3433], [-1.7865, 5.5320, -2.1332], [3.5490, 1.8586, 1.1476], [5.1896, 3.7090, 1.3708], [4.4506, 5.9195, 2.2055], [2.0704, 6.2723, 2.7954], [0.4465, 4.4388, 2.5374], [0.5840, 2.6182, 4.2236], [-1.2069, 2.5363, 5.9155], [-3.4416, 1.6585, 5.3124], [-3.8663, 0.8586, 3.0111], [-2.0474, 0.9270, 1.3194], [-5.4449, -4.9112, -0.7582], [-4.7038, -3.1669, -0.8887], [-4.3537, -2.6591, -2.1207], [-3.8231, -1.3753, -2.1525], [-3.6385, -0.6262, -1.0705], [-3.9671, -1.1534, 0.1069], [-4.5063, -2.4223, 0.2597], [-4.4554, -3.2404, -3.0251], [-3.5193, -0.9359, -3.0958], [-3.7896, -0.5319, 0.9788], [-4.7503, -2.8117, 1.2376], [1.2972, 1.5325, -1.0213], [0.7997, 2.2166, -2.1940], [4.9477, -5.5132, 1.7156], [4.5996, -6.0343, 0.3436], [5.4774, -6.8919, -0.3139], [5.1906, -7.3660, -1.5847], [4.0022, -7.0016, -2.1967], [3.1052, -6.1584, -1.5510], [1.8953, -5.8132, -2.2066], [0.6779, -6.1376, -1.6253], [0.5252, -7.3362, -0.9137], [-0.6925, -7.6713, -0.3454], [-1.7826, -6.8168, -0.4608], [-1.6213, -5.6175, -1.1397], [-0.4148, -5.2557, -1.7291], [-0.2996, -3.8697, -2.3707], [0.7733, -3.5874, -2.9776], [-1.2752, -3.1014, -2.2206], [3.4075, -5.6453, -0.2818], [2.4738, -4.6703, 0.3859], [5.8500, -5.9946, 2.0937], [4.1396, -5.6913, 2.4278], [5.1214, -4.4345, 1.6994], [6.4000, -7.1821, 0.1777], [5.8853, -8.0263, -2.0902], [3.7376, -7.3717, -3.1788], [1.8328, -4.8910, -2.6546], [1.3753, -8.0023, -0.8173], [-0.7861, -8.6052, 0.1979], [-2.7367, -7.0696, -0.0139], [-2.4328, -4.9040, -1.2192], [1.7967, -5.1789, 1.0790], [1.8551, -4.1534, -0.3461], [3.0230, -3.9180, 0.9511]]
}

{
  "formula": "C17H17FN2O3S",
  "method": "ωB97M-V/def2-TZVPD",
  "de_lowest_ev": 0.000,
  "smiles": "O=C(Nc1cccc(F)c1)c1ccc(S(=O)(=O)N2CCCC2)cc1",
  "total_energy_ha": -1491.300929,
  "spin_multiplicity": 1,
  "species": ["O", "C", "N", "C", "C", "C", "C", "C", "F", "C", "C", "C", "C", "C", "S", "O", "O", "N", "C", "C", "C", "C", "C", "C", "H", "H", "H", "H", "H", "H", "H", "H", "H", "H", "H", "H", "H", "H", "H", "H", "H"],
  "coordinates": [[-2.7019, -3.4955, 0.4688], [-2.7282, -2.2928, 0.3171], [-3.8867, -1.6675, -0.0482], [-4.2100, -0.3098, -0.0837], [-5.1701, 0.1247, -0.9971], [-5.5294, 1.4579, -1.0575], [-4.9463, 2.3840, -0.2096], [-4.0127, 1.9331, 0.7059], [-3.4565, 2.8117, 1.5594], [-3.6382, 0.6060, 0.7948], [-1.5016, -1.4502, 0.4431], [-0.6567, -1.6544, 1.5295], [0.5213, -0.9344, 1.6334], [0.8533, -0.0367, 0.6381], [2.3932, 0.8772, 0.7165], [2.1388, 2.2537, 0.4126], [3.0480, 0.5636, 1.9572], [3.1658, 0.1963, -0.6182], [4.1701, 1.0424, -1.2472], [5.5492, 0.5427, -0.7672], [5.2324, -0.6563, 0.1363], [3.8210, -1.0576, -0.2978], [0.0361, 0.1586, -0.4593], [-1.1480, -0.5481, -0.5592], [-4.6322, -2.3063, -0.3004], [-5.6298, -0.5906, -1.6626], [-6.2698, 1.7798, -1.7731], [-5.2097, 3.4283, -0.2417], [-2.9251, 0.3046, 1.5438], [-0.9345, -2.3749, 2.2837], [1.1894, -1.0545, 2.4719], [3.9639, 2.0754, -0.9706], [4.0678, 0.9418, -2.3317], [6.1552, 0.2366, -1.6198], [6.0866, 1.3178, -0.2254], [5.9480, -1.4683, 0.0256], [5.1982, -0.3463, 1.1802], [3.2603, -1.5710, 0.4815], [3.8399, -1.6758, -1.2005], [0.3404, 0.8660, -1.2133], [-1.7916, -0.4108, -1.4153]]
}

{
  "formula": "C6H16P4",
  "method": "ωB97M-V/def2-TZVPD",
  "de_lowest_ev": 1.718,
  "smiles": "C=C[C@@H](C)CC[PH]#P(P)P",
  "total_energy_ha": -1603.478973,
  "spin_multiplicity": 1,
  "species": ["C", "C", "C", "C", "C", "C", "P", "P", "P", "P", "H", "H", "H", "H", "H", "H", "H", "H", "H", "H", "H", "H", "H", "H", "H", "H"],
  "coordinates": [[2.2568, -2.7296, 1.2517], [1.3231, -2.3901, 0.4021], [1.3154, -1.1402, -0.4622], [1.7851, -1.5459, -1.9188], [-0.1655, -0.4723, -0.5928], [-0.5013, -0.2334, 0.8546], [-2.2306, 0.4472, 1.0622], [-1.9416, 2.3090, 0.0431], [-0.6838, 3.2980, 1.4471], [-3.8579, 3.1779, 0.5457], [3.0302, -1.9459, 1.4078], [2.4829, -3.5710, 1.8515], [0.4423, -3.0690, 0.3812], [1.9210, -0.3586, -0.1178], [1.5574, -0.6436, -2.5698], [1.1254, -2.3394, -2.3141], [2.8605, -1.9386, -2.1660], [-1.0361, -1.1448, -1.1796], [-0.2444, 0.4186, -1.1782], [-0.5309, -1.2114, 1.3242], [0.3409, 0.3697, 1.2083], [-2.7801, 0.0086, -0.0949], [0.3819, 3.1359, 0.5355], [-0.6004, 4.7844, 1.2463], [-3.1855, 4.3104, -0.0522], [-4.7344, 3.0376, -0.6972]]
}

{
  "formula": "C4H12N2O",
  "method": "ωB97M-V/def2-TZVPD",
  "de_lowest_ev": 1.788,
  "smiles": "CNC(C)=O.CN",
  "total_energy_ha": -344.319306,
  "spin_multiplicity": 1,
  "species": ["C", "N", "C", "C", "O", "H", "H", "H", "H", "H", "H", "H", "C", "N", "H", "H", "H", "H", "H"],
  "coordinates": [[0.8855, 1.0928, -2.4581], [-0.2155, 0.3352, -1.8721], [-0.1193, -0.6284, -0.9650], [-1.3803, -1.2496, -0.4476], [0.9619, -1.0441, -0.5640], [1.6559, 1.3541, -1.6832], [1.3288, 0.4184, -3.3156], [0.4192, 1.9302, -3.0171], [-1.2509, 0.7885, -1.9066], [-1.5394, -2.2242, -0.7429], [-2.1977, -0.6242, -0.7593], [-1.3209, -1.1216, 0.6327], [0.3278, 0.7212, 2.5269], [0.2319, -0.7789, 2.2077], [-0.4102, 0.9938, 3.3475], [1.2526, 1.2415, 2.9701], [0.1048, 1.2750, 1.6135], [0.6997, -1.0988, 1.3872], [0.5662, -1.3809, 3.0457]]
}

{
  "formula": "C2HBrO2",
  "method": "ωB97M-V/def2-TZVPD",
  "de_lowest_ev": 1.152,
  "total_energy_ha": -2801.193743,
  "spin_multiplicity": 1,
  "species": ["C", "C", "O", "O", "Br", "H"],
  "coordinates": [[-0.8005, -0.6955, 0.6883], [0.2227, 0.6007, -0.7341], [-1.6920, -1.3083, 0.3210], [0.0737, -0.1519, 1.2355], [1.8533, -0.0307, -1.2482], [0.3428, 1.5857, -0.2626]]
}

{
  "formula": "C4H8N2O",
  "method": "ωB97M-V/def2-TZVPD",
  "de_lowest_ev": 2.105,
  "total_energy_ha": -341.926275,
  "spin_multiplicity": 1,
  "species": ["C", "C", "O", "C", "N", "C", "N", "H", "H", "H", "H", "H", "H", "H", "H"],
  "coordinates": [[-1.0419, -0.3182, -1.4621], [-0.4909, 0.7703, -0.5617], [-1.2768, 0.6658, 0.6806], [-0.2257, -0.0233, 1.2392], [-0.2050, -1.0517, 1.9614], [0.8049, 0.5757, 0.3383], [2.0075, -0.1518, 0.0552], [-0.9458, -1.3007, -0.9870], [-0.5955, -0.3495, -2.4578], [-2.1147, -0.1131, -1.5664], [-0.5818, 1.7625, -1.0153], [-1.1584, -1.3292, 2.1945], [1.0500, 1.5935, 0.6595], [2.7987, 0.3428, 0.4563], [1.9730, -1.0573, 0.5174]]
}

{
  "formula": "C32H57N8O8S2SiTl",
  "method": "ωB97M-V/def2-TZVPD",
  "de_lowest_ev": 0.297,
  "total_charge": -2,
  "total_energy_ha": -3552.189995,
  "spin_multiplicity": 1,
  "species": ["Tl", "C", "C", "C", "C", "O", "Si", "S", "O", "C", "C", "C", "C", "O", "C", "C", "C", "C", "H", "H", "H", "H", "H", "H", "H", "H", "H", "H", "H", "H", "H", "H", "H", "H", "H", "H", "H", "H", "H", "H", "H", "H", "H", "H", "H", "O", "C", "C", "O", "C", "C", "O", "C", "O", "O", "N", "C", "N", "C", "C", "C", "C", "C", "H", "H", "H", "H", "H", "H", "H", "H", "H", "H", "C", "N", "C", "S", "N", "C", "H", "H", "H", "H", "H", "H", "H", "H", "C", "N", "C", "N", "C", "N", "C", "N", "C", "C", "H", "H", "H", "H", "H", "H", "H", "H", "H", "H", "H", "H"],
  "coordinates": [[-0.6608, 0.1137, -0.4630], [3.1624, -0.7773, 3.8207], [2.6603, -0.6163, 2.3838], [2.3267, -1.9839, 1.7901], [3.7328, 0.0613, 1.5294], [1.4380, 0.1184, 2.3457], [0.9335, 1.5332, 3.0672], [-0.7960, 2.1603, 2.1913], [0.8791, 1.2256, 4.7219], [-0.1348, 0.6496, 5.5441], [-0.8058, -0.5347, 4.8403], [-1.1735, 1.6986, 5.9404], [0.5915, 0.1567, 6.7923], [2.2821, 2.5009, 3.0160], [2.5332, 3.8491, 3.3979], [3.7613, 3.8182, 4.3060], [1.3625, 4.4908, 4.1430], [2.8330, 4.6350, 2.1238], [4.0694, -1.3893, 3.8354], [2.3971, -1.2613, 4.4336], [3.3804, 0.2012, 4.2562], [3.2302, -2.5863, 1.6563], [1.8347, -1.8548, 0.8227], [1.6357, -2.5204, 2.4480], [4.6400, -0.5492, 1.5041], [3.9655, 1.0467, 1.9316], [3.3592, 0.1881, 0.5123], [-1.3895, -0.1593, 3.9921], [-1.4639, -1.0728, 5.5289], [-0.0371, -1.2166, 4.4606], [-1.6236, 2.1194, 5.0409], [-0.6879, 2.5041, 6.5008], [-1.9557, 1.2526, 6.5643], [1.3115, -0.6216, 6.5227], [-0.1176, -0.2483, 7.5205], [1.1380, 0.9866, 7.2488], [3.5285, 3.2528, 5.2129], [4.0711, 4.8312, 4.5819], [4.5887, 3.3219, 3.7910], [1.1239, 3.9041, 5.0358], [0.4725, 4.5095, 3.5106], [1.6219, 5.5108, 4.4420], [3.7034, 4.2098, 1.6164], [3.0342, 5.6862, 2.3538], [1.9746, 4.5722, 1.4507], [-6.0411, 2.3086, -3.7292], [-5.0485, 1.8065, -3.2469], [-4.9949, 0.6515, -2.2861], [-5.9176, -0.1031, -2.0070], [-3.6278, 0.6109, -1.7693], [-2.8291, 1.6041, -2.4245], [-1.6251, 1.8196, -2.1628], [-3.6234, 2.2128, -3.5070], [-3.2098, 2.8658, -4.4505], [-3.1637, -0.1866, -0.8985], [-0.4084, -2.2904, -2.2445], [-1.3603, -2.7223, -2.7492], [-2.4174, -3.2778, -3.3307], [-3.4914, -2.4385, -3.8793], [-3.2572, -2.1792, -5.3642], [-3.0767, -3.4971, -6.1236], [-1.9653, -4.3461, -5.4953], [-2.2362, -4.5598, -4.0066], [-3.5393, -1.5209, -3.3116], [-4.4338, -2.9687, -3.7264], [-2.3592, -1.5626, -5.4763], [-4.0963, -1.6083, -5.7666], [-2.8533, -3.3003, -7.1748], [-4.0171, -4.0616, -6.0897], [-1.0051, -3.8307, -5.6058], [-1.8840, -5.3150, -5.9963], [-1.4301, -5.1042, -3.5187], [-3.1593, -5.1323, -3.8760], [-3.3868, -0.9291, 1.8157], [-3.1677, -2.0932, 0.9676], [-2.3463, -3.1053, 1.2737], [-2.1533, -4.4587, 0.2838], [-1.6891, -2.9680, 2.4659], [-0.6681, -3.9065, 2.8906], [-4.2669, -0.4117, 1.4413], [-2.5579, -0.2133, 1.7983], [-3.5702, -1.2461, 2.8441], [-3.4091, -1.9464, -0.0078], [-1.5473, -2.0162, 2.7714], [0.0979, -4.0514, 2.1285], [-1.1117, -4.8795, 3.0981], [-0.2152, -3.5182, 3.8038], [0.4143, 0.6385, -4.1325], [1.3258, 1.0587, -5.2160], [1.7845, 2.4179, -4.9056], [2.4808, 2.4943, -3.6127], [1.5433, 2.0346, -2.5706], [1.0887, 0.6644, -2.8261], [2.2432, -0.2292, -2.8856], [3.2047, 0.1776, -3.9299], [2.4892, 0.1728, -5.2121], [3.6104, 1.5624, -3.6494], [0.0761, -0.3826, -4.3245], [-0.4461, 1.3036, -4.0955], [0.9194, 3.0818, -4.8819], [2.4687, 2.7480, -5.6929], [0.6678, 2.6846, -2.5480], [2.0437, 2.0760, -1.5992], [1.8930, -1.2415, -3.0858], [2.7553, -0.2236, -1.9236], [2.1568, -0.8465, -5.4217], [3.1803, 0.4859, -5.9999], [4.3097, 1.8854, -4.4260], [4.1225, 1.5893, -2.6841]]
}